19
Properties=species:S:1:pos:R:3:forces:R:3:nbo_charge:R:1 method="wB97M-V/def2-TZVPD" e_above_lowest_kcal_mol=153.9 homo_energy_ev=-7.3 lumo_ev=0.94 total_charge=0
C 2.702494 0.708441 0.076953 0.0119 0.0205 0.0147 -0.62
C 1.610056 -0.292167 -0.244539 0.1886 -0.0163 -0.1839 -0.06
O 0.631951 -0.216344 0.768821 -0.0542 0.0438 0.0863 -0.54
C -0.434867 -1.115358 0.568909 0.0006 -0.1849 -0.1017 0.05
C -1.642059 -0.973077 1.342353 -0.0367 -0.2140 0.2373 -0.55
C -1.696785 -0.658339 -0.091397 -0.0852 -0.0590 -0.3660 -0.29
C -1.699663 1.163018 -0.591182 0.0865 0.2110 -0.2254 -0.71
H 3.154988 0.472777 1.044729 -0.0561 0.0352 -0.1340 0.22
H 2.288543 1.720185 0.132865 0.0634 -0.1297 -0.0178 0.21
H 3.483013 0.690032 -0.690413 -0.1047 -0.0023 0.0980 0.21
H 2.025202 -1.312350 -0.297222 -0.0657 0.1312 0.0094 0.16
H 1.166494 -0.080550 -1.234482 0.0487 -0.0302 0.1400 0.15
H -0.074279 -2.077721 0.177597 -0.0736 0.1363 0.0936 0.17
H -2.067914 0.403329 0.398696 -0.0245 0.1666 0.0184 0.43
H -2.250971 -1.766060 1.755406 0.0852 0.0644 -0.0398 0.21
H -2.243690 -1.068565 -0.935791 0.0896 0.0431 0.1704 0.23
H -0.695488 1.181796 -1.007720 -0.1879 -0.0314 0.1042 0.25
H -2.487614 1.260775 -1.336844 0.1274 -0.0572 0.1037 0.23
H -1.769419 1.960178 0.163252 -0.0132 -0.1271 -0.0073 0.25